[1]
Entry from the Open Molecules 2025 dataset: 2 unconnected molecules or ions with the total composition CO4S (ωB97M-V/def2-TZVPD).

Geometry as ORCA input:
```
! RIJCOSX wB97M-V def2-TZVPD def2/J DEFGRID3
* xyz 0 1
C -1.48 0.10 0.12
O -1.97 -0.38 -0.82
O 1.70 1.08 -0.63
O -1.16 0.39 1.18
O 0.97 -1.14 -0.05
S 1.93 -0.05 0.19
*
```

Computed properties:
LUMO energy, eV: -1.537
Energy above the lowest of the compared OMol25 structures with the same formula, charge and spin, kJ/mol: 19.9
Gap between HOMO and LUMO, eV: 10.848

[2]
Entry from the Open Molecules 2025 dataset: 2 unconnected molecules or ions with the total composition CO4S (ωB97M-V/def2-TZVPD).

Geometry as ORCA input:
```
! RIJCOSX wB97M-V def2-TZVPD def2/J DEFGRID3
* xyz 0 1
C -1.81 0.40 0.29
O -0.84 0.43 -0.33
O 2.24 0.56 0.38
O -2.79 0.39 0.88
O 1.77 -1.58 -0.64
S 1.43 -0.20 -0.58
*
```

Computed properties:
LUMO energy, eV: -0.709
Energy above the lowest of the compared OMol25 structures with the same formula, charge and spin, kJ/mol: 49.5
Gap between HOMO and LUMO, eV: 10.750

[3]
Entry from the Open Molecules 2025 dataset: a molecular structure, CaH2O (ωB97M-V/def2-TZVPD).

Geometry as ORCA input:
```
! RIJCOSX wB97M-V def2-TZVPD def2/J DEFGRID3
* xyz 2 1
O 0.07 -0.07 -0.27
H -0.79 -0.32 -0.68
H 0.66 -0.83 -0.47
Ca 0.06 1.22 1.42
*
```

Computed properties:
LUMO energy, eV: -11.051
Energy above the lowest of the compared OMol25 structures with the same formula, charge and spin, kJ/mol: 7.1
Gap between HOMO and LUMO, eV: 13.141

[4]
Entry from the Open Molecules 2025 dataset: a molecular structure, CaH8N5O19 (ωB97M-V/def2-TZVPD).

Geometry as ORCA input:
```
! RIJCOSX wB97M-V def2-TZVPD def2/J DEFGRID3
* xyz -3 1
Ca -0.36 -17.78 -6.01
N 2.30 -18.52 -3.45
O 2.83 -19.63 -3.27
O 2.05 -17.78 -2.45
O 1.99 -18.12 -4.59
N 2.42 -15.96 -7.54
O 1.43 -16.13 -6.77
O 3.46 -15.43 -7.09
O 2.32 -16.24 -8.74
N -1.54 -18.85 -2.64
O -2.04 -17.73 -2.37
O -0.88 -19.01 -3.69
O -1.76 -19.82 -1.89
N -1.58 -17.54 -9.47
O -1.35 -17.90 -8.28
O -0.91 -17.98 -10.41
O -2.54 -16.75 -9.67
N 1.65 -20.16 -8.35
O 1.41 -21.42 -8.29
O 2.11 -19.68 -9.38
O 1.37 -19.47 -7.34
O -2.62 -17.86 -5.56
H -3.09 -18.64 -5.25
H -3.16 -17.12 -5.27
O -1.06 -20.17 -6.57
H -1.79 -20.36 -7.16
H -0.27 -20.59 -6.98
O -0.05 -16.20 -4.14
H -0.55 -15.53 -3.68
H 0.45 -16.69 -3.45
O -1.38 -15.55 -6.76
H -1.33 -14.93 -7.49
H -2.22 -15.38 -6.33
*
```

Computed properties:
LUMO energy, eV: 6.125
Energy above the lowest of the compared OMol25 structures with the same formula, charge and spin, kJ/mol: 47.0
Gap between HOMO and LUMO, eV: 6.046

[5]
Entry from the Open Molecules 2025 dataset: a molecular structure, CaO12P3Zn4 (ωB97M-V/def2-TZVPD).

Geometry as ORCA input:
```
! RIJCOSX wB97M-V def2-TZVPD def2/J DEFGRID3
* xyz 1 1
Ca -11.87 8.98 23.99
Zn -11.67 9.10 18.86
Zn -8.58 10.24 19.88
Zn -12.60 11.95 18.79
Zn -10.75 12.76 22.32
P -10.07 9.89 17.24
O -11.17 10.74 17.67
O -10.69 8.52 17.52
O -10.07 10.52 15.78
O -9.09 10.63 18.18
P -10.79 10.72 21.06
O -11.78 11.79 20.62
O -11.28 10.63 22.58
O -9.53 11.46 21.17
O -10.37 9.49 20.18
P -14.35 9.06 18.34
O -14.89 9.73 17.14
O -13.25 7.99 17.92
O -15.59 8.70 19.12
O -13.30 10.14 18.87
*
```

Computed properties:
LUMO energy, eV: -7.390
Gap between HOMO and LUMO, eV: 2.371

[6]
Entry from the Open Molecules 2025 dataset: a gas-phase ion, Cl2FH2P2 (charge +1) (ωB97M-V/def2-TZVPD).

Geometry as ORCA input:
```
! RIJCOSX wB97M-V def2-TZVPD def2/J DEFGRID3
* xyz 1 1
F -0.96 0.10 1.40
P 1.52 -0.06 -0.11
P -0.62 -0.27 -0.16
Cl -1.99 0.69 -1.25
Cl -1.03 -2.32 -0.02
H 1.22 0.71 1.01
H 1.85 1.15 -0.88
*
```

Computed properties:
LUMO energy, eV: -6.104
Energy above the lowest of the compared OMol25 structures with the same formula, charge and spin, kJ/mol: 36.8
Gap between HOMO and LUMO, eV: 10.153

[7]
Entry from the Open Molecules 2025 dataset: Cl2H2NOP in the gas phase (ωB97M-V/def2-TZVPD).

Geometry as ORCA input:
```
! RIJCOSX wB97M-V def2-TZVPD def2/J DEFGRID3
* xyz 0 1
N -1.12 -0.22 0.95
O -0.26 -0.02 -1.43
P 0.21 0.15 0.12
Cl 0.85 2.08 0.03
Cl 2.17 -0.84 -0.11
H -0.86 -0.38 1.92
H -0.98 -0.76 -1.47
*
```

Computed properties:
SMILES: N=P(O)(Cl)Cl
LUMO energy, eV: -0.869
Energy above the lowest of the compared OMol25 structures with the same formula, charge and spin, kJ/mol: 63.6
Gap between HOMO and LUMO, eV: 9.594

[8]
Entry from the Open Molecules 2025 dataset: Cl2H2NOP in the gas phase (ωB97M-V/def2-TZVPD).

Geometry as ORCA input:
```
! RIJCOSX wB97M-V def2-TZVPD def2/J DEFGRID3
* xyz 0 1
N -0.21 0.18 -0.22
O -1.88 0.96 -2.17
P -1.73 0.75 -0.51
Cl -2.97 -0.50 0.42
Cl -2.03 2.48 0.47
H 0.02 0.56 0.68
H 0.43 0.72 -0.93
*
```

Computed properties:
SMILES: NP(=O)(Cl)Cl
LUMO energy, eV: 0.199
Energy above the lowest of the compared OMol25 structures with the same formula, charge and spin, kJ/mol: 27.7
Gap between HOMO and LUMO, eV: 10.607

[9]
Entry from the Open Molecules 2025 dataset: a molecular structure, Cl2H2O2P2 (ωB97M-V/def2-TZVPD).

Geometry as ORCA input:
```
! RIJCOSX wB97M-V def2-TZVPD def2/J DEFGRID3
* xyz 0 1
O -0.79 1.00 1.35
O 0.05 0.49 -1.16
P 1.01 -0.25 -0.24
P -1.58 1.23 0.09
Cl -2.55 -0.42 -0.25
Cl 0.51 -2.10 0.05
H 1.05 0.07 1.15
H 2.30 -0.03 -1.00
*
```

Computed properties:
LUMO energy, eV: 0.302
Energy above the lowest of the compared OMol25 structures with the same formula, charge and spin, kJ/mol: 122.0
Gap between HOMO and LUMO, eV: 9.895

[10]
Entry from the Open Molecules 2025 dataset: Cl2H2O2P2 in the gas phase (ωB97M-V/def2-TZVPD).

Geometry as ORCA input:
```
! RIJCOSX wB97M-V def2-TZVPD def2/J DEFGRID3
* xyz 0 1
O 0.78 0.39 1.90
O -0.54 0.72 -0.26
P -0.29 -0.13 1.05
P 0.57 0.95 -1.52
Cl -0.52 -0.08 -2.81
Cl 1.91 -0.38 -0.73
H -0.30 -1.60 1.04
H -1.60 0.13 1.33
*
```

Computed properties:
SMILES: O=[PH2]OP(Cl)Cl
LUMO energy, eV: 0.034
Energy above the lowest of the compared OMol25 structures with the same formula, charge and spin, kJ/mol: 63.4
Gap between HOMO and LUMO, eV: 10.592

[11]
Entry from the Open Molecules 2025 dataset: Cl2H3N2P in the gas phase (ωB97M-V/def2-TZVPD).

Geometry as ORCA input:
```
! RIJCOSX wB97M-V def2-TZVPD def2/J DEFGRID3
* xyz 0 1
N -0.02 1.61 -0.47
N -0.27 0.24 0.14
P 0.17 -1.58 -0.15
Cl -1.29 -2.13 1.24
Cl 2.05 -1.80 0.90
H 0.90 1.99 -0.28
H -0.26 1.61 -1.47
H -1.28 0.07 0.08
*
```

Computed properties:
SMILES: NNP(Cl)Cl
LUMO energy, eV: 0.174
Energy above the lowest of the compared OMol25 structures with the same formula, charge and spin, kJ/mol: 216.5
Gap between HOMO and LUMO, eV: 9.176

[12]
Entry from the Open Molecules 2025 dataset: 2 unconnected molecules or ions with the total composition Cl2H4N2P (ωB97M-V/def2-TZVPD).

Geometry as ORCA input:
```
! RIJCOSX wB97M-V def2-TZVPD def2/J DEFGRID3
* xyz 1 1
N -0.52 -1.11 -0.43
N 0.60 0.88 0.85
P 0.67 -0.74 0.67
Cl 0.46 -1.71 2.29
Cl 3.74 -1.19 -0.87
H -0.81 -2.07 -0.34
H -0.28 -0.92 -1.40
H 1.34 1.40 1.29
H 0.24 1.61 0.25
*
```

Computed properties:
LUMO energy (alpha / beta), eV: -7.181 / -7.443
Energy above the lowest of the compared OMol25 structures with the same formula, charge and spin, kJ/mol: 327.1
Gap between HOMO and LUMO (alpha / beta), eV: 8.451 / 7.021

Molar mass values, unit g mol⁻¹, following the record order: 108.07, 108.07, 58.09, 422.16, 586.55, 153.87, 133.90, 133.90, 166.87, 166.87, 132.92, 133.93.